11
Properties=species:S:1:pos:R:3:lowdin_charge:R:1 method="wB97M-V/def2-TZVPD" mol_weight_g_mol=113.08 homo_energy_ev=-10.09 e_lumo_ev=-0.35 relative_energy_kcal_mol=120.8 orbital_gap_ha=0.3577 smiles="O=C1C=NN=CON1"
O 0.9396 0.0242 -1.0067 -0.07
O -1.8895 1.6619 0.1913 0.05
N 0.5151 -0.6372 1.5313 0.06
N -0.2301 0.7216 -1.0189 0.09
N 0.5166 -1.5865 0.5092 0.05
C 0.8888 -1.3144 -0.6782 -0.15
C -0.8898 0.9371 0.1387 -0.42
C -0.2539 0.4085 1.4062 -0.02
H 1.2628 -1.9909 -1.4168 0.12
H -0.5621 0.7040 -1.9476 0.16
H -0.2976 1.0715 2.2914 0.13

25
Properties=species:S:1:pos:R:3:lowdin_spin:R:1 method="wB97M-V/def2-TZVPD" mol_weight_g_mol=224.07 homo_energy_ev="-12.16 / -12.00" e_lumo_ev="-8.17 / -8.06" spin_multiplicity=6 s2=8.801 relative_energy_kcal_mol=46.8 charge=+1 orbital_gap_ha="0.1465 / 0.1446"
Mn -0.3109 0.3417 -3.0164 4.85
P 0.1286 0.0368 0.7493 0.01
O 0.6149 3.3858 1.6915 0.00
O -0.1663 -4.2616 0.0457 0.00
O 0.4754 -2.8872 -1.8848 0.01
O 1.1672 0.4240 2.0917 -0.01
C -1.1665 -0.5260 -0.5805 0.03
C 0.5544 1.6229 -0.2234 0.04
C 1.4222 2.7404 0.6034 0.00
C -0.3756 -3.1742 -0.7097 0.00
C -1.6141 -2.0969 -0.4371 0.01
H 0.9861 -0.2232 2.8615 0.00
H -0.1080 -1.2605 1.3957 0.04
H -0.9619 0.6621 1.4786 -0.03
H -2.3942 -2.3034 -1.3156 0.00
H 1.0204 -2.0549 -1.7580 0.00
H -0.4693 2.1466 -0.5290 0.00
H -0.3475 3.1193 1.4827 0.00
H -2.1360 -2.3765 0.5737 0.00
H -0.6538 -0.2784 -1.6240 0.04
H -2.0725 0.2288 -0.4757 0.01
H 1.1904 -0.6333 0.0031 0.00
H 1.1021 1.3590 -1.2265 0.01
H 1.6370 3.6273 -0.1662 0.00
H 2.4777 2.3813 0.9698 0.00

14
Properties=species:S:1:pos:R:3:lowdin_charge:R:1 method="wB97M-V/def2-TZVPD" mol_weight_g_mol=84.12 homo_energy_ev=-9.32 e_lumo_ev=0.88 relative_energy_kcal_mol=110.9 orbital_gap_ha=0.3750 smiles="C=C=CCOC"
O 1.1016 -0.9037 -0.9365 -0.17
C -1.9750 0.6264 0.4003 -0.21
C -0.0316 -0.3187 -0.3734 -0.15
C -1.6801 0.2663 -0.8164 0.00
C -1.5640 0.7309 1.6496 -0.02
C 2.2232 -0.0536 -1.1068 -0.10
H -0.4166 -1.0628 0.3096 0.10
H -1.6991 -0.0742 2.3697 0.07
H 3.1065 -0.6859 -1.2492 0.09
H 2.4184 0.5952 -0.2354 0.09
H 0.2483 0.6452 0.0274 0.08
H -2.3300 0.3335 -1.7003 0.08
H -1.0248 1.6140 1.9882 0.07
H 2.0812 0.5722 -1.9887 0.09

75
Properties=species:S:1:pos:R:3:lowdin_spin:R:1 method="wB97M-V/def2-TZVPD" mol_weight_g_mol=746.78 homo_energy_ev="-2.01 / -2.08" e_lumo_ev="4.15 / 4.14" spin_multiplicity=4 s2=3.821 relative_energy_kcal_mol=31.0 charge=-2 orbital_gap_ha="0.2262 / 0.2286"
Se -1.5174 1.3672 0.2632 -0.04
Cr 0.4941 -0.3003 0.9054 3.05
S 1.7031 0.2928 -1.1263 -0.01
S -0.3854 -0.9699 3.0326 -0.04
S 2.2552 -1.6772 1.8402 -0.04
O 1.2800 1.3386 1.7567 0.02
O 1.0025 -2.6440 -1.6199 0.01
O -0.4247 -1.6374 -0.1498 0.03
N 0.0024 -2.5783 6.4487 0.00
N 3.8271 -3.5010 4.7044 0.00
N 2.6377 2.5613 0.2611 0.01
N 3.2456 2.2461 -1.8740 0.01
C -1.3089 -3.0261 -1.8356 0.00
C -4.9015 -0.8709 2.5869 0.00
C 2.0231 1.8153 -4.0435 0.00
C 2.7641 -3.0758 4.4705 0.00
C 1.1299 -1.7613 3.2161 0.01
C -3.0832 -4.5931 -2.1254 0.00
C -1.5371 -2.5431 -3.1330 0.00
C 1.5541 -2.3809 4.3887 0.01
C 1.8971 2.9405 3.7062 0.00
C -2.4963 -3.1604 -3.9482 0.00
C -3.3230 -4.1755 -3.4324 0.00
C -2.0678 -4.1126 -1.3564 0.00
C 2.5625 1.7744 -0.8465 0.01
C -2.9066 0.4801 1.1904 0.00
C 3.1867 4.6693 -1.9069 0.00
C 3.2414 1.5606 -3.1949 0.00
C -1.9107 -4.6230 0.0355 0.00
C -3.5213 1.0706 2.3131 0.00
C -4.4914 0.3772 3.0032 0.00
C 2.0508 3.8199 4.7839 0.00
C 2.4282 5.1277 4.5226 0.00
C 2.4904 5.6044 3.2321 0.00
C 2.1257 3.3748 2.3938 0.00
C 1.9578 2.3370 1.3587 0.01
C -3.2884 -0.8055 0.8230 0.00
C 2.4066 4.7012 2.1582 0.00
C -0.7936 -1.3118 -3.6886 0.00
C -4.2727 -4.8927 -4.2825 0.00
C 0.6905 -2.4092 5.5179 0.00
C -0.0851 -2.4220 -1.1190 0.01
C 4.0320 3.4514 -1.7934 0.00
C -4.2993 -1.4445 1.4438 0.00
H 4.8898 3.3143 -2.4884 0.00
H 2.3904 5.0368 1.0556 0.00
H 2.2088 1.4239 -5.0459 0.00
H 2.3004 4.4818 -1.3065 0.00
H -4.5840 -2.4887 1.1119 0.00
H -0.6587 -0.6648 -2.8623 0.00
H 2.8594 6.6249 3.1104 0.00
H -4.8620 0.8191 3.9366 0.00
H 1.6165 1.9475 3.9332 0.00
H -5.0100 -5.3960 -3.6313 0.00
H -1.4137 -0.7497 -4.4170 0.00
H -5.7009 -1.3242 3.1488 0.00
H 3.6240 5.5643 -1.4826 0.00
H -2.8214 -2.7268 -4.8995 0.00
H -3.1784 2.0494 2.6066 0.00
H -2.4619 -5.5606 0.2065 0.00
H -0.8666 -4.7111 0.1986 0.00
H -3.8400 -5.6887 -4.8618 0.00
H 1.8962 3.4648 5.7636 0.00
H 0.1934 -1.5672 -4.1018 0.00
H -4.7648 -4.2502 -4.9545 0.00
H -3.6255 -5.5330 -1.8236 0.00
H 3.3833 0.5219 -2.9638 0.00
H -2.7155 -1.2611 -0.0072 0.00
H 4.5503 3.5457 -0.8137 0.00
H 2.8553 4.8761 -2.9001 0.00
H -2.2375 -3.8615 0.7181 0.00
H 1.0873 1.4943 -3.6650 0.00
H 4.1989 1.8812 -3.6823 0.00
H 2.3961 5.8057 5.3965 0.00
H 1.9164 2.9377 -4.1593 0.00

58
Properties=species:S:1:pos:R:3:lowdin_spin:R:1 method="wB97M-V/def2-TZVPD" mol_weight_g_mol=655.82 homo_energy_ev="-7.23 / -7.40" e_lumo_ev="-0.84 / -0.88" spin_multiplicity=3 s2=2.010 relative_energy_kcal_mol=3.8 orbital_gap_ha="0.2347 / 0.2396"
Te 0.9816 0.8545 -2.3961 0.11
Ni -0.6894 0.2055 -0.6008 1.62
S -0.9326 -6.2590 2.7306 0.00
F -2.9664 1.8974 -0.8776 0.01
F -2.7587 0.8508 1.0396 0.01
F -0.5894 2.4694 1.6419 0.01
F -1.0036 3.6259 -0.1537 0.00
F -2.5094 3.4458 1.3897 0.01
N -2.0929 -0.9068 -1.7152 0.04
N 1.5166 -5.3685 3.1183 0.00
N -0.2381 -1.3625 0.7885 0.03
C 3.3261 6.2062 0.3068 0.00
C -3.8668 -3.6343 0.0532 0.00
C 1.7590 2.6086 -1.4803 0.01
C -1.5949 -3.2761 -1.4979 0.00
C 2.5265 2.5386 -0.3106 0.00
C 0.2785 -5.1610 2.6457 0.00
C -2.0260 1.5174 0.0469 0.08
C 1.0821 -3.3005 1.1634 0.00
C 3.0193 3.7097 0.2497 0.00
C -1.8703 -4.5139 -0.9401 0.00
C 0.0969 -3.8275 1.9932 0.00
C 0.6673 3.9902 -3.3167 0.00
C 2.8133 1.2168 0.3496 0.01
C 2.7820 4.9540 -0.3248 0.00
C 2.0319 4.9987 -1.4885 0.00
C 1.5087 3.8489 -2.0772 0.00
C -2.4562 -2.2124 -1.2633 0.00
C 0.8666 -2.0703 0.5660 0.01
C -1.0662 -3.0938 2.2027 0.00
C -1.5426 2.7858 0.7375 0.02
C -1.1842 -1.8591 1.5944 0.00
C -3.5936 -2.3855 -0.4895 0.00
C -3.0046 -4.6969 -0.1610 0.01
H 3.2594 0.5017 -0.3401 0.00
H -1.1908 -5.3403 -1.1016 0.00
H -0.6981 -3.1235 -2.0884 0.00
H -4.7543 -3.7676 0.6583 0.00
H -2.0519 -1.2310 1.7484 0.00
H 1.9919 -3.8426 0.9432 0.00
H -0.3375 3.6016 -3.1397 0.00
H 1.8312 5.9585 -1.9539 0.00
H 0.5857 5.0369 -3.6102 0.00
H -2.8878 -0.2739 -1.7597 0.00
H 1.0779 3.4249 -4.1555 0.00
H 1.5763 -1.6225 -0.1217 0.00
H -3.2047 -5.6664 0.2734 0.00
H 4.4131 6.1613 0.3961 0.00
H 2.1970 -4.6282 3.1390 0.00
H 3.4798 1.3446 1.2047 0.00
H 1.8802 0.7770 0.7243 0.00
H 2.9229 6.3518 1.3109 0.00
H -1.6659 -0.9268 -2.6366 0.00
H -4.2486 -1.5443 -0.2921 0.00
H 1.7305 -6.2404 3.5722 0.00
H 3.6048 3.6519 1.1621 0.00
H -1.8559 -3.4852 2.8272 0.00
H 3.0747 7.0865 -0.2848 0.00

110
Properties=species:S:1:pos:R:3:lowdin_charge:R:1 method="wB97M-V/def2-TZVPD" mol_weight_g_mol=866.07 homo_energy_ev=-8.05 e_lumo_ev=0.23 orbital_gap_ha=0.3043
S -2.8399 2.5948 -2.7676 0.88
S 4.9777 0.5507 1.5153 0.81
S -2.2188 -4.8224 2.6337 0.79
S -1.3330 -2.4650 -6.2768 0.82
O 1.1559 0.3989 4.4026 0.07
O -3.6414 -3.3901 -1.7379 0.05
O -2.1805 -3.0205 -5.1684 -0.55
O 1.1334 -0.9796 -1.7390 0.05
O 5.8197 -0.6975 1.3310 -0.55
O 2.8822 4.7042 -1.4944 0.06
O -3.7451 -1.8215 -0.1396 0.13
O -0.8834 -0.2001 -2.3933 0.12
O -2.7415 -5.5632 1.4731 -0.54
O 2.7429 2.8352 -0.2274 0.10
O -1.7912 3.3481 -1.8947 -0.60
O 2.3397 -1.3092 3.5573 0.12
O 0.1005 -1.2532 3.3025 -0.02
O -0.0656 0.4355 -0.3872 0.04
O -1.7894 -2.8477 -0.6897 0.01
O 1.3216 3.1446 -1.9523 0.04
N 3.8649 -3.0907 0.7814 0.03
N -0.3531 3.8253 0.9454 0.01
N -2.5396 2.4546 2.6762 0.05
C 1.3260 4.0221 -3.1137 -0.10
C 2.2899 -4.5162 0.1505 -0.13
C 0.0013 -0.2322 -1.5945 -0.54
C -0.2280 0.3820 4.9470 -0.02
C 5.3376 1.2485 3.1224 -0.26
C 1.2982 -0.7197 3.7377 -0.61
C -3.6044 1.3293 -1.6692 -0.25
C -4.2104 3.8201 -2.6857 -0.26
C 4.0976 -3.4092 -0.5545 -0.13
C -1.2846 -3.7052 -1.7348 -0.07
C 2.7080 -3.7532 1.2028 -0.12
C 1.0352 -0.0574 0.4444 -0.08
C 2.1240 5.2539 -2.6605 -0.05
C -4.0873 0.9443 3.2069 -0.11
C -0.5877 -4.2895 2.2531 -0.28
C 3.1255 -4.2804 -0.9582 -0.12
C -0.1444 -1.2251 -5.6778 -0.26
C -3.0716 -3.2333 2.6591 -0.24
C 0.6810 4.7818 2.6793 -0.11
C -3.0947 -2.5654 -0.7880 -0.57
C -2.7509 1.5825 1.6019 -0.17
C -0.4527 5.5839 2.2937 -0.11
C -2.6240 -4.2961 -2.2746 -0.07
C -0.9653 -0.3275 3.7658 -0.06
C -3.3985 2.0468 3.7113 -0.11
C 5.5747 1.9391 0.6021 -0.29
C -1.1142 4.9131 1.2565 -0.16
C 0.6877 3.6362 1.8971 -0.11
C -0.1339 -3.7024 -6.8170 -0.26
C 1.9731 -0.7605 -0.5034 -0.04
C -3.6739 0.6659 1.8728 -0.11
C 2.3593 3.5046 -1.1550 -0.55
H 2.8649 -0.1907 -0.7748 0.12
H 4.9820 -3.0201 -1.0686 0.12
H 4.8533 2.7672 0.6941 0.05
H -0.2376 -0.2248 5.8505 0.14
H -2.8270 -5.3155 -1.9244 0.13
H 0.6679 -0.7387 1.1609 0.10
H -3.9830 -0.1072 1.1973 0.08
H 6.4055 1.0800 3.2713 0.06
H 1.4546 5.9965 -2.2836 0.12
H 4.7660 0.7468 3.9449 0.06
H -0.0378 -5.2143 2.0903 0.05
H 6.5526 2.2635 0.8514 0.04
H -0.6255 -4.4998 -7.3874 0.06
H 1.8177 3.4980 -3.9635 0.14
H -1.7423 -1.0783 3.9418 0.11
H 2.7683 5.6268 -3.4522 0.13
H -4.0854 1.8538 -0.8359 0.05
H 0.3393 -4.0331 -5.8896 0.05
H -0.6795 6.5889 2.5917 0.08
H -2.8010 0.6728 -1.3218 0.02
H -4.8292 0.3385 3.7746 0.10
H 2.1912 -1.7478 -0.2311 0.07
H -0.7965 -0.6571 -4.9948 0.04
H -2.6435 -4.2715 -3.3626 0.09
H -0.7070 -3.7674 1.2872 0.05
H -2.0506 3.2923 2.6279 0.07
H 0.7127 -1.6524 -5.1471 0.05
H 4.4565 -2.4328 1.2542 0.09
H -3.4906 2.4529 4.7256 0.11
H 0.2242 -0.6641 -6.5640 0.06
H -4.2765 0.7271 -2.2563 0.06
H 0.5433 -3.1162 -7.4145 0.04
H -0.7163 -3.1482 -2.4829 0.11
H -5.1386 3.4101 -3.1388 0.06
H -2.6978 -2.7710 3.6103 0.04
H 0.2968 4.2497 -3.3874 0.11
H -1.2463 0.4713 3.0688 0.10
H 2.1536 -3.4834 2.0958 0.09
H -0.6288 -4.4389 -1.1834 0.13
H -0.5849 1.3466 5.0391 0.10
H -2.2820 1.5922 0.6182 0.09
H -1.9465 5.2338 0.6068 0.12
H 1.4306 2.8545 1.8723 0.09
H 5.0226 2.3097 3.1670 0.07
H -0.1644 -3.7498 3.0555 0.03
H 1.4434 -5.1775 0.1297 0.08
H -2.6485 -2.6248 1.8425 0.04
H -0.5828 3.2151 0.1327 0.12
H 1.4101 5.0493 3.4511 0.09
H 1.4800 0.7815 0.9075 0.09
H -4.1536 -3.5236 2.6792 0.08
H -3.8464 4.5744 -3.3818 0.03
H -4.3908 4.1792 -1.6578 0.06
H 2.8888 -4.5913 -1.9421 0.08
H 5.7065 1.6561 -0.4614 0.07